# 1
{
  "formula": "C4H5N2O3S",
  "method": "ωB97M-V with the def2-TZVPD basis set",
  "e_homo_ev": [-4.26, -4.26],
  "charge": -1,
  "relative_energy_kcal_mol": 60.11,
  "gap_ha": [0.2709, 0.2709],
  "e_tot_ha": -888.7990,
  "symbols": ["C", "C", "C", "C", "N", "N", "O", "O", "O", "S", "H", "H", "H", "H", "H"],
  "coordinates": [[2.04732, -0.65227, 1.57651], [1.00857, -0.02170, 0.95036], [4.12337, -1.24869, 0.25748], [-0.50284, 0.82012, -0.59830], [3.18394, -1.02822, 0.97433], [0.61832, 0.02748, -0.29558], [4.26448, 1.34427, -0.60586], [5.97482, 0.45469, 0.81973], [5.76100, -0.25410, -1.50776], [5.14631, 0.25304, -0.31984], [2.15354, -0.62811, 2.66959], [0.32671, 0.48846, 1.68882], [-0.19454, 1.90144, -0.64666], [-0.91545, 0.69602, -1.56704], [-1.25455, 0.77990, 0.18436]],
  "atomic_forces_ev_per_a": [[3.97, -1.45, 1.30], [-4.14, 1.45, -2.20], [-1.46, 0.79, 0.78], [0.43, 2.43, 0.89], [-0.45, 0.33, -0.77], [2.18, -1.27, 1.33], [-1.30, 0.26, 0.36], [0.94, -0.20, 1.34], [0.65, -0.75, -0.49], [0.22, 0.14, -1.14], [-0.33, 0.07, -0.58], [0.47, -0.27, -0.26], [-0.12, -0.56, 0.17], [-0.47, -0.88, -0.86], [-0.60, -0.10, 0.12]],
  "nbo_charge": [-0.224, 0.069, 0.007, -0.422, -0.265, -0.467, -0.972, -0.988, -0.986, 2.403, 0.199, 0.122, 0.179, 0.189, 0.155]
}


# 2
{
  "formula": "C7H10NO4S",
  "method": "ωB97M-V with the def2-TZVPD basis set",
  "smiles": "O=[S@]([O-])(=c1occo1)N1CCCC1",
  "e_homo_ev": -3.07,
  "charge": -1,
  "relative_energy_kcal_mol": 98.67,
  "gap_ha": 0.2512,
  "e_tot_ha": -1026.5087,
  "symbols": ["C", "C", "C", "C", "C", "C", "C", "N", "O", "O", "O", "O", "S", "H", "H", "H", "H", "H", "H", "H", "H", "H", "H"],
  "coordinates": [[-3.51514, -0.66217, -0.40405], [-3.32533, -1.05107, 0.93538], [-1.28501, -1.12672, -0.00108], [2.09518, -0.78922, 0.18059], [2.14691, -0.10668, -1.15333], [1.80751, 0.33155, 1.20913], [1.39578, 1.19287, -0.96890], [0.99999, 1.29649, 0.42143], [-1.25487, 1.34979, 1.71655], [-1.22252, 1.91286, -0.66523], [-2.32106, -0.77491, -1.07854], [-2.07966, -1.44912, 1.09913], [-0.73602, 1.01131, 0.39640], [-4.42785, -0.66123, -0.99717], [-4.10741, -1.11719, 1.64727], [1.44803, -1.65435, 0.08253], [3.07441, -1.08551, 0.39460], [3.25827, 0.01022, -1.45833], [1.75464, -0.65519, -2.03154], [1.16045, 0.11162, 1.97580], [2.70983, 0.71293, 1.66581], [2.01574, 2.10878, -1.38461], [0.40815, 1.09495, -1.58184]],
  "atomic_forces_ev_per_a": [[0.94, -1.65, 2.54], [-2.53, 1.66, -5.03], [-0.83, -0.18, -1.65], [0.01, -0.20, 0.41], [2.30, 0.18, -1.83], [-1.26, 0.00, -2.70], [-0.48, 1.41, -2.68], [0.22, 0.80, -0.20], [0.62, 0.04, 0.69], [0.40, -0.26, 0.40], [0.53, -0.62, 2.14], [2.12, 0.18, 0.34], [-1.55, 0.50, 0.30], [0.26, 0.59, 0.34], [-0.03, -0.19, 0.89], [-0.46, 0.18, 0.85], [1.55, -1.22, 0.38], [-1.51, 0.34, 0.51], [-0.15, -0.11, 0.79], [-1.28, -1.23, 2.14], [0.36, 0.59, -0.33], [-1.30, -1.52, 0.96], [2.09, 0.73, 0.73]],
  "nbo_charge": [0.015, 0.013, 0.150, -0.447, -0.417, -0.228, -0.265, -0.649, -1.010, -1.001, -0.551, -0.520, 1.905, 0.187, 0.188, 0.244, 0.185, 0.170, 0.211, 0.218, 0.177, 0.174, 0.251]
}